Model w:
C10H15ClI2InN2O2P | wB97M-V/def2-TZVPD

Kohn-Sham gap	4.3	eV
total charge	+2
HOMO energy	-13.99	eV

Positions of all 34 atoms, in Å:
I  -3.23  -1.75  -1.51
I  -3.24  1.27  -1.18
In  1.54  -0.19  -0.88
P  0.47  0.06  -3.24
C  -1.07  0.09  -4.21
C  1.35  1.50  -3.93
H  2.35  -1.46  -3.60
H  1.49  -1.06  -5.13
H  0.77  -2.22  -3.96
C  1.37  -1.31  -4.07
H  2.30  1.64  -3.40
H  1.54  1.32  -5.01
H  -0.82  0.11  -5.28
H  -1.66  0.98  -3.95
H  0.72  2.38  -3.80
H  -1.68  -0.80  -3.98
C  -4.78  -0.29  -0.84
O  -5.85  -0.47  -0.41
Cl  3.76  0.56  -1.06
N  -0.73  -0.65  6.27
C  0.15  0.25  5.71
O  0.70  1.12  6.39
C  0.36  0.15  4.22
C  -0.47  -0.57  3.34
C  -0.15  -0.61  1.98
N  0.93  0.02  1.46
C  1.72  0.74  2.30
C  1.44  0.85  3.66
H  -0.79  -0.64  7.27
H  -1.00  -1.50  5.79
H  -1.36  -1.10  3.68
H  -0.79  -1.15  1.26
H  2.56  1.25  1.83
H  2.10  1.47  4.27

Model x:
C10H15ClI2InN2O2P | wB97M-V/def2-TZVPD

Kohn-Sham gap (spin up / spin down)	3.7 / 4.4	eV
total charge	+2
HOMO energy (spin up / spin down)	-14.65 / -14.65	eV

Positions of all 34 atoms, in Å:
I  3.14  2.25  -2.38
I  1.79  -2.58  -1.93
In  -0.12  -1.11  -0.85
P  -0.53  0.04  -3.55
C  0.39  0.05  -5.14
C  -1.73  -1.33  -3.90
H  -2.36  1.52  -3.00
H  -2.29  1.18  -4.77
H  -1.12  2.34  -4.03
C  -1.70  1.42  -3.87
H  -2.38  -1.45  -3.03
H  -2.33  -1.06  -4.78
H  -0.31  0.04  -6.00
H  1.06  -0.81  -5.20
H  -1.17  -2.27  -4.09
H  1.01  0.96  -5.21
C  1.56  1.07  -1.80
O  1.85  0.80  -0.69
Cl  -2.08  0.43  -0.28
N  0.74  0.68  6.77
C  0.28  -0.40  6.06
O  -0.15  -1.42  6.54
C  0.40  -0.24  4.55
C  0.87  0.87  3.82
C  1.02  0.80  2.46
N  0.64  -0.29  1.76
C  0.14  -1.33  2.39
C  -0.03  -1.34  3.78
H  0.63  0.58  7.78
H  0.93  1.58  6.35
H  1.13  1.78  4.31
H  1.38  1.65  1.91
H  -0.18  -2.20  1.81
H  -0.49  -2.21  4.21

Stability verdict: model w, ahead by 32.8 kcal/mol

Model w:
C7H7FO2 | wB97M-V/def2-TZVPD

Kohn-Sham gap	8.4	eV
total charge	0
HOMO energy	-9.29	eV

Positions of all 17 atoms, in Å:
C  -0.34  -1.97  -0.60
C  -1.36  -1.10  -0.65
C  0.99  -1.51  -0.54
C  1.25  -0.18  -0.42
C  -1.12  0.33  -0.57
C  0.23  0.78  -0.05
C  0.14  1.10  1.49
O  -2.04  1.15  -0.60
O  0.52  2.00  -0.68
F  2.58  0.27  -0.31
H  -0.34  -3.03  -0.70
H  -2.39  -1.54  -0.86
H  1.81  -2.23  -0.63
H  0.89  1.83  1.77
H  0.27  0.21  2.15
H  -0.81  1.50  1.85
H  -0.28  2.40  -0.67

Model x:
C7H7FO2 | wB97M-V/def2-TZVPD

Kohn-Sham gap	8.8	eV
total charge	0
HOMO energy	-8.74	eV

Positions of all 17 atoms, in Å:
C  -1.88  0.19  -0.42
C  2.94  -0.60  -1.21
C  -0.45  0.73  -0.65
C  1.97  0.22  -0.94
C  -1.43  -0.46  1.84
C  -1.77  0.50  2.65
C  0.53  -0.14  -0.97
O  -1.90  -0.77  0.56
O  -1.77  1.29  3.51
F  0.26  -1.47  -1.22
H  -2.03  -0.33  -1.30
H  -2.48  1.05  -0.33
H  3.99  -0.23  -1.20
H  2.69  -1.60  -1.31
H  -0.11  1.77  -0.61
H  2.25  1.18  -0.56
H  -0.82  -1.33  2.17

Model y:
C7H7FO2 | wB97M-V/def2-TZVPD

Kohn-Sham gap	9.5	eV
total charge	0
HOMO energy	-8.71	eV

Positions of all 17 atoms, in Å:
C  1.70  0.94  -0.88
C  0.86  0.94  -1.98
C  1.23  0.45  0.33
C  -0.43  0.45  -1.88
C  -0.05  -0.02  0.41
C  -0.92  -0.04  -0.67
C  -0.62  -0.65  2.17
O  -2.18  -0.52  -0.54
O  -0.60  -1.99  2.26
F  0.26  -0.06  3.02
H  2.71  1.32  -0.96
H  1.21  1.33  -2.92
H  1.86  0.46  1.21
H  -1.08  0.46  -2.75
H  -1.62  -0.26  2.32
H  -2.62  -0.49  -1.40
H  0.31  -2.33  2.25

Stability verdict: model y, ahead by 14.7 kcal/mol

Model w:
C4H12N4O | wB97M-V/def2-TZVPD

Kohn-Sham gap (spin up / spin down)	7.1 / 7.1	eV
total charge	0
HOMO energy (spin up / spin down)	-6.46 / -6.46	eV

Positions of all 21 atoms, in Å:
C  0.69  -1.50  0.72
N  -2.14  -1.38  1.51
O  -1.02  -0.83  0.79
H  -1.91  -1.34  2.50
H  -2.22  -2.35  1.23
H  0.80  -1.95  -0.26
H  1.42  -0.71  0.91
H  0.59  -2.19  1.55
C  0.90  1.45  -0.44
C  -0.02  0.53  -1.10
N  0.45  2.06  0.72
N  0.45  -0.05  -2.27
C  -1.33  0.32  -0.65
N  2.06  1.62  -0.97
H  1.16  2.52  1.27
H  -0.18  1.51  1.29
H  1.44  0.10  -2.43
H  0.00  -0.89  -2.60
H  2.67  2.21  -0.40
H  -1.82  1.10  -0.09
H  -1.99  -0.24  -1.29

Model x:
C4H12N4O | wB97M-V/def2-TZVPD

Kohn-Sham gap	9.3	eV
total charge	0
HOMO energy	-8.43	eV

Positions of all 21 atoms, in Å:
C  -1.35  -1.72  0.42
N  -0.80  -0.41  0.68
C  -1.25  0.84  0.00
N  -1.93  0.59  -1.19
N  -1.34  1.92  0.70
H  -0.51  -0.19  1.62
H  -2.01  1.40  -1.78
H  -1.66  -0.25  -1.69
H  -1.90  2.63  0.25
H  -0.89  -2.12  -0.49
H  -1.16  -2.38  1.27
H  -2.43  -1.68  0.27
C  2.63  -0.61  0.28
C  1.29  -0.16  -0.29
N  1.06  1.25  -0.10
O  0.89  -0.67  -1.34
H  0.61  1.82  0.62
H  1.79  1.87  -0.42
H  2.72  -0.40  1.35
H  2.78  -1.66  0.07
H  3.44  -0.08  -0.23

Stability verdict: model x, ahead by 80.6 kcal/mol

Model w:
C24H48O12S6 | wB97M-V/def2-TZVPD

Kohn-Sham gap	10.1	eV
total charge	0
HOMO energy	-9.94	eV

Positions of all 90 atoms, in Å:
C  2.89  2.25  6.90
C  2.04  3.31  6.18
C  2.84  4.68  6.13
S  4.58  4.01  5.60
O  5.60  4.56  6.53
O  4.73  4.18  4.18
C  4.19  2.27  6.08
H  2.46  1.25  6.85
H  3.08  2.60  7.91
H  1.14  3.46  6.77
H  1.57  2.95  5.26
H  2.84  5.19  7.09
H  2.62  5.52  5.46
H  5.10  1.70  6.23
H  3.87  1.94  5.09
C  1.01  0.28  0.38
C  0.00  -0.31  1.38
C  -0.24  -1.78  0.98
S  -0.16  -1.80  -0.82
O  -1.42  -1.32  -1.41
O  0.50  -3.04  -1.28
C  1.10  -0.42  -0.96
H  2.06  0.04  0.59
H  0.97  1.37  0.42
H  -0.92  0.27  1.35
H  0.43  -0.35  2.38
H  -1.21  -2.27  1.10
H  0.48  -2.51  1.34
H  0.82  -0.09  -1.96
H  1.98  -1.06  -0.99
C  -6.52  2.62  6.04
C  -7.53  2.67  7.23
C  -6.89  3.54  8.35
S  -5.10  3.50  8.12
O  -4.43  2.88  9.28
O  -4.61  4.78  7.56
C  -5.18  2.32  6.75
H  -6.38  3.60  5.59
H  -6.90  1.99  5.24
H  -7.72  1.66  7.59
H  -8.54  2.97  6.96
H  -7.22  3.02  9.25
H  -7.13  4.60  8.35
H  -5.12  1.37  7.28
H  -4.29  2.46  6.12
C  -2.15  -1.45  -9.12
C  -1.38  -2.17  -7.92
C  0.15  -1.99  -8.11
S  0.45  -1.27  -9.81
O  1.58  -2.03  -10.46
O  0.52  0.17  -9.66
C  -1.25  -1.67  -10.33
H  -2.12  -0.37  -8.98
H  -3.19  -1.76  -9.23
H  -1.53  -3.24  -8.02
H  -1.74  -1.91  -6.93
H  0.80  -2.87  -8.08
H  0.59  -1.20  -7.51
H  -1.19  -2.75  -10.46
H  -1.45  -1.25  -11.31
C  -0.54  -11.07  -0.14
C  -1.01  -10.27  -1.47
C  -0.72  -8.76  -1.04
S  -1.41  -8.65  0.61
O  -2.77  -8.25  0.37
O  -0.58  -7.88  1.51
C  -1.36  -10.49  0.97
H  0.52  -10.90  -0.02
H  -0.66  -12.15  -0.26
H  -2.04  -10.55  -1.70
H  -0.56  -10.54  -2.43
H  -1.32  -7.99  -1.53
H  0.36  -8.63  -1.00
H  -2.38  -10.88  0.97
H  -0.90  -10.54  1.95
C  4.50  7.13  -5.22
C  4.43  7.36  -3.63
C  4.91  6.03  -3.02
S  3.98  4.81  -4.10
O  2.51  4.81  -3.82
O  4.63  3.50  -3.92
C  4.31  5.68  -5.67
H  5.40  7.46  -5.73
H  3.68  7.72  -5.62
H  3.40  7.71  -3.51
H  4.97  8.28  -3.40
H  4.68  5.64  -2.03
H  5.92  5.66  -3.23
H  3.46  5.54  -6.34
H  5.17  5.16  -6.08

Model x:
C24H48O12S6 | wB97M-V/def2-TZVPD

Kohn-Sham gap	10.2	eV
total charge	0
HOMO energy	-9.88	eV

Positions of all 90 atoms, in Å:
C  -1.39  3.23  4.62
C  -2.07  4.42  3.93
C  -2.47  4.00  2.50
S  -2.98  2.37  2.77
O  -3.01  1.62  1.55
O  -4.14  2.41  3.65
C  -1.62  1.92  3.81
H  -1.77  3.15  5.63
H  -0.33  3.46  4.67
H  -1.44  5.29  3.90
H  -2.93  4.62  4.56
H  -1.58  4.13  1.89
H  -3.28  4.57  2.04
H  -0.82  1.64  3.06
H  -1.92  0.97  4.24
C  2.00  -0.83  3.49
C  0.97  -0.60  2.40
C  1.73  -0.87  1.10
S  2.48  -2.44  1.48
O  3.61  -2.79  0.68
O  1.39  -3.45  1.56
C  2.93  -2.02  3.16
H  1.50  -0.99  4.45
H  2.58  0.16  3.56
H  0.56  0.38  2.48
H  0.14  -1.34  2.33
H  2.49  -0.11  0.90
H  0.98  -0.95  0.23
H  3.97  -1.69  3.14
H  2.92  -2.85  3.83
C  3.21  -0.42  -2.35
C  3.16  0.33  -3.72
C  4.56  0.74  -4.03
S  5.61  -0.52  -3.38
O  6.76  0.10  -2.73
O  5.79  -1.47  -4.41
C  4.51  -1.10  -2.06
H  2.37  -1.08  -2.23
H  3.18  0.40  -1.61
H  2.54  1.17  -3.56
H  2.78  -0.23  -4.55
H  4.86  1.68  -3.56
H  4.80  0.62  -5.08
H  4.99  -0.80  -1.13
H  4.38  -2.15  -2.03
C  -2.12  -2.70  -4.68
C  -3.21  -2.25  -3.71
C  -2.66  -0.95  -2.98
S  -0.88  -1.05  -3.15
O  -0.26  -1.16  -1.88
O  -0.57  -0.01  -4.08
C  -0.79  -2.69  -3.89
H  -2.13  -1.94  -5.48
H  -2.30  -3.65  -5.20
H  -3.43  -3.04  -2.98
H  -4.17  -2.05  -4.20
H  -2.88  -0.85  -1.95
H  -3.08  -0.08  -3.45
H  -0.80  -3.39  -3.06
H  0.17  -2.74  -4.46
C  0.28  4.35  -2.14
C  0.04  2.85  -2.35
C  0.05  2.12  -0.99
S  1.21  3.08  -0.04
O  2.47  2.37  0.04
O  0.64  3.56  1.17
C  1.45  4.38  -1.19
H  -0.59  4.89  -1.83
H  0.60  4.83  -3.06
H  0.91  2.48  -2.86
H  -0.85  2.60  -2.96
H  0.32  1.03  -1.07
H  -1.02  2.16  -0.55
H  2.36  4.17  -1.76
H  1.50  5.26  -0.47
C  -3.73  -3.45  3.21
C  -2.18  -3.83  3.21
C  -1.69  -3.63  1.78
S  -2.65  -2.37  0.98
O  -3.16  -3.02  -0.21
O  -1.88  -1.15  0.79
C  -3.85  -2.17  2.29
H  -4.12  -3.14  4.18
H  -4.40  -4.26  2.83
H  -1.91  -4.87  3.55
H  -1.64  -3.17  3.88
H  -2.05  -4.52  1.28
H  -0.61  -3.37  1.66
H  -4.80  -2.06  1.75
H  -3.60  -1.26  2.88

Stability verdict: model x, ahead by 77.4 kcal/mol